Entry 1:
Formula: C80H188F24N10O4P4
Source: OMol25
Level of theory: ωB97M-V/def2-TZVPD

Cartesian coordinates (Å):
1 C -1.218 -6.006 -3.561
2 C -0.197 -6.367 -2.477
3 H 9.482 4.061 6.028
4 H 1.197 -7.354 -3.663
5 H -7.332 -2.692 -5.695
6 H -1.098 0.003 -1.252
7 H 10.870 5.226 3.524
8 C 3.024 2.814 0.043
9 H 1.026 3.185 3.695
10 H 7.642 4.763 2.521
11 H -4.157 -4.814 2.597
12 C -8.971 -0.237 -5.002
13 C -5.133 1.326 4.100
14 H -9.620 1.354 -3.789
15 H -7.010 4.005 0.047
16 H -5.693 -6.581 -0.884
17 C -5.457 -6.946 1.516
18 C -3.342 -2.014 -1.605
19 H 1.064 0.797 7.834
20 H -7.882 1.577 -1.154
21 F -2.437 0.965 2.905
22 H -1.140 -5.013 -4.004
23 F -1.677 1.407 -7.283
24 H 1.989 7.944 6.529
25 H -0.987 -5.235 1.658
26 C 4.746 -1.435 4.887
27 H 5.313 0.609 2.282
28 H 3.593 1.058 3.728
29 C 10.345 4.241 5.386
30 F -6.768 -3.740 -1.642
31 H -8.137 -1.477 -9.997
32 H 0.036 -1.145 -0.252
33 C 5.711 -0.681 3.915
34 N 0.120 4.493 4.948
35 H 2.055 -4.709 3.995
36 O 0.101 4.541 -2.634
37 H 11.919 4.439 1.735
38 H 2.869 -1.083 -0.949
39 C -9.066 1.279 -4.724
40 H 1.306 4.609 1.740
41 C -2.195 3.023 -1.252
42 F 3.459 -4.281 -3.379
43 H -2.483 0.837 7.048
44 C 2.956 1.435 -0.638
45 H 1.813 -2.138 -1.852
46 C 1.693 5.898 6.526
47 H -8.551 3.270 0.487
48 H 9.207 2.503 -0.179
49 H 6.667 2.553 2.789
50 C 0.469 5.850 5.617
51 H -0.232 -10.851 -1.917
52 H 1.862 0.365 5.230
53 C -7.305 -0.102 -6.874
54 F -8.383 -4.107 0.015
55 C 7.046 2.725 1.781
56 H 2.571 0.023 2.773
57 H 8.176 0.719 1.839
58 H -3.721 4.312 -3.128
59 C 10.065 4.607 3.921
60 H 12.513 5.581 -2.520
61 C -0.759 -1.921 -2.111
62 F -1.136 0.026 -5.496
63 C -0.439 -7.598 -1.647
64 C -4.224 -4.754 1.510
65 C -1.285 3.509 6.917
66 C 1.737 -4.167 3.104
67 F 0.028 -1.001 2.204
68 H 1.069 -1.423 -4.074
69 N -7.490 -0.475 -5.435
70 C 3.470 0.029 3.390
71 H 2.204 4.339 4.441
72 C -7.655 1.866 -4.679
73 H -6.725 -0.839 5.251
74 H -5.016 -4.405 -6.625
75 C 1.445 1.027 -0.662
76 H 1.341 1.421 -3.064
77 C -0.337 -0.776 -1.208
78 H -5.793 0.740 -5.152
79 C 7.971 1.603 1.235
80 H 3.161 -1.430 7.310
81 H -0.481 2.403 8.704
82 H -1.929 -4.624 2.914
83 H 4.703 -2.518 4.777
84 H 5.013 -1.231 5.924
85 F -1.213 0.676 1.097
86 C -0.519 -9.915 -1.438
87 H -5.814 -4.936 -1.005
88 H -4.564 -7.531 1.298
89 H -6.650 0.290 -3.681
90 F 3.143 -4.676 -1.098
91 N -2.724 4.450 -3.219
92 H -6.501 0.094 2.808
93 H 1.916 -6.521 -2.552
94 C 1.845 -5.008 1.807
95 C -1.883 -4.638 1.825
96 C -7.836 -1.143 -7.941
97 H 3.520 -1.717 -6.055
98 H 1.700 -0.066 -5.034
99 H -6.589 0.075 6.722
100 H 0.028 -5.504 -1.850
101 C 2.720 -0.015 5.785
102 C -5.310 -4.499 -5.580
103 H 0.707 -4.020 3.429
104 C 11.664 4.312 0.682
105 C 12.358 5.297 -0.336
106 F -3.275 0.685 -5.792
107 H -1.245 -6.684 -4.414
108 C -4.421 2.156 1.217
109 H 1.289 -5.686 -3.768
110 C 9.305 2.327 0.892
111 H -6.367 -4.756 -5.509
112 H -1.479 4.451 7.430
113 H 3.648 -3.425 2.885
114 H 3.434 0.783 5.992
115 C -5.426 -1.949 -5.080
116 H -4.604 2.783 0.345
117 H 3.380 1.415 -1.642
118 H -5.088 -1.295 -4.276
119 H -7.734 0.890 -7.014
120 C 7.761 4.043 1.711
121 H 5.991 0.172 4.532
122 H 1.246 0.659 0.345
123 N -5.816 1.558 1.573
124 H -0.775 0.729 6.843
125 P -1.854 1.443 -5.674
126 H -1.786 5.363 4.489
127 H -5.425 -1.226 6.435
128 H 0.829 1.897 -0.888
129 C 1.624 -0.486 -4.031
130 C 4.504 0.751 -5.885
131 H 0.962 3.258 6.457
132 H -7.480 2.441 -3.770
133 O 5.128 -0.515 -5.758
134 F -2.312 -1.076 2.095
135 H -2.226 -6.100 -3.156
136 H 7.636 1.063 0.349
137 H -2.155 2.728 8.776
138 H 4.370 -1.159 -7.555
139 C 11.924 5.029 -1.788
140 P 4.379 -4.884 -2.123
141 H 2.621 7.321 8.043
142 P -1.187 0.005 2.557
143 H -5.474 -3.682 -3.720
144 H -0.201 0.503 -3.413
145 H -6.326 -7.453 1.096
146 P -7.759 -2.745 -0.773
147 C 1.819 7.207 7.314
148 F -8.990 -2.843 -1.865
149 H 10.683 2.625 3.033
150 H 10.954 5.000 5.877
151 H -3.586 -1.618 -2.590
152 C -6.929 2.651 1.710
153 C -7.967 -0.619 -9.347
154 C 5.373 -2.793 -6.656
155 C 1.947 0.220 8.110
156 C 2.207 -1.122 -1.815
157 H -6.276 -4.981 1.156
158 H 1.805 -0.419 8.982
159 H -5.653 0.200 -0.171
160 H 4.936 1.419 -5.140
161 C -4.819 0.443 5.360
162 H -4.791 -0.050 2.482
163 H 5.154 -3.843 -4.703
164 C -2.161 4.433 -1.767
165 F -2.127 1.564 -4.055
166 H 4.000 3.235 0.285
167 H -4.865 -5.420 -5.205
168 H 4.237 -3.561 -8.375
169 H 4.631 -1.029 2.025
170 C 0.852 0.449 -3.136
171 F -8.687 -1.720 0.060
172 F 3.781 -6.456 -2.469
173 H 2.433 2.829 0.958
174 C -7.483 3.083 0.383
175 H -8.765 -1.651 -7.680
176 H -5.960 1.925 4.483
177 C -2.021 -2.748 -1.682
178 H -0.369 6.069 6.279
179 H -3.647 1.412 1.031
180 H -3.133 2.481 -1.372
181 C 2.661 -2.985 3.024
182 C 1.408 5.099 -2.668
183 H 9.049 2.750 3.608
184 H 1.313 -5.940 1.998
185 H 4.727 1.227 -6.839
186 H 11.745 3.287 0.322
187 H 2.894 -5.303 1.770
188 C -6.369 0.849 0.333
189 C 10.138 4.680 0.730
190 H -1.051 -1.563 -3.099
191 H -9.686 1.883 -5.387
192 H -1.543 0.410 8.421
193 H -0.679 6.122 -1.728
194 C -1.540 1.060 7.546
195 H -2.190 -3.594 -2.348
196 C 4.478 -1.579 -6.555
197 H -2.956 4.919 -1.201
198 F 5.731 -5.067 -3.084
199 H 0.912 7.486 7.850
200 H -2.017 3.000 -0.177
201 H 10.208 1.734 1.035
202 H -7.386 2.440 -5.565
203 H -7.332 -2.041 -4.014
204 O -2.971 -5.252 1.042
205 H -4.316 2.041 4.004
206 N 1.115 -6.479 -3.166
207 H -1.652 3.668 4.078
208 H -3.807 -3.474 -4.486
209 C -5.387 -5.568 0.927
210 H -3.217 -1.136 -0.971
211 C -1.360 2.494 8.067
212 F -6.545 -2.473 0.301
213 C 4.823 -0.242 2.754
214 H -4.102 2.791 2.044
215 H 10.950 3.336 5.453
216 H -4.341 -5.672 -0.952
217 C -1.146 4.630 3.999
218 H 1.414 -1.308 6.692
219 H -4.884 -1.626 -5.969
220 H -9.673 -0.462 -5.805
221 H -6.427 2.323 -1.366
222 H -1.718 -3.634 1.436
223 N 9.283 3.630 1.675
224 N 1.036 -0.087 -1.665
225 H 6.159 2.725 1.147
226 H 2.056 4.522 -3.328
227 H -0.038 -10.004 -0.464
228 H -0.018 -2.697 -2.303
229 H -6.228 -0.067 -7.038
230 F -0.419 2.196 -5.535
231 H -7.122 -1.966 -7.908
232 C 9.838 3.310 3.105
233 N -5.288 -5.699 -0.603
234 C 2.322 -0.800 7.016
235 H 2.001 5.304 -1.777
236 H 2.573 5.813 5.889
237 O -0.267 -8.794 -2.287
238 F 5.134 -5.533 -0.859
239 H 10.858 5.176 -1.961
240 C -6.000 -0.433 5.958
241 H 6.077 -2.577 -4.577
242 H 9.237 5.316 3.919
243 H -4.606 1.193 6.122
244 H 12.086 3.974 -2.007
245 H -2.417 3.674 -3.787
246 H -1.473 2.403 -1.784
247 C -6.972 -1.904 -5.034
248 C 1.235 4.223 3.955
249 H -0.347 4.788 -0.629
250 H 7.465 4.469 0.752
251 H 2.302 -2.659 5.244
252 H -1.596 -9.969 -1.278
253 H 12.047 6.289 -0.008
254 H 1.321 -1.618 4.235
255 H 2.550 3.627 -0.507
256 H 2.792 0.899 8.221
257 F -0.102 1.043 3.038
258 H -9.172 -0.878 -4.144
259 H -4.272 -3.731 1.138
260 H 6.256 -2.471 -7.207
261 F -2.547 2.942 -5.696
262 H 1.738 -4.310 0.977
263 H -5.601 -6.884 2.595
264 H 3.605 0.828 -0.007
265 F -7.215 -1.364 -1.483
266 H -7.068 -0.118 -9.707
267 H 0.390 6.613 4.843
268 H -6.685 3.538 2.296
269 H -2.152 3.369 6.272
270 F 4.855 -3.348 -1.769
271 H 13.448 5.274 -0.339
272 H 1.348 6.035 -3.223
273 H 3.614 -0.058 -3.128
274 H 6.596 -1.261 3.653
275 C -0.719 5.038 -1.622
276 H -7.159 0.274 0.816
277 C -0.653 5.095 2.584
278 N 5.802 -3.286 -5.242
279 H -3.912 -0.144 5.221
280 H 1.331 6.019 2.682
281 C 0.869 5.032 2.644
282 N 3.305 -0.939 4.626
283 H -4.051 -2.778 -1.285
284 H 3.407 -1.683 -3.630
285 C 2.304 -2.080 4.320
286 H 1.697 5.028 7.182
287 H 3.735 -4.364 -6.808
288 H 6.561 -3.939 -5.373
289 H 2.370 -2.414 2.142
290 H -2.513 5.317 -3.692
291 H 9.658 4.796 -0.242
292 H -0.099 2.513 5.363
293 H -1.132 4.458 1.841
294 C -0.026 3.384 6.014
295 C -4.887 -3.360 -4.579
296 H 9.824 5.607 1.209
297 H 0.162 -7.631 -0.738
298 H -1.502 -7.583 -1.408
299 H 5.196 -4.747 -7.674
300 C -6.781 0.656 -4.699
301 C -5.566 0.654 2.785
302 H 3.415 0.795 -5.889
303 H -8.846 -0.005 -9.544
304 C 4.542 -3.922 -7.392
305 C -7.071 1.988 -0.553
306 H -1.043 6.084 2.342
307 H -1.860 -3.198 -0.703
308 F -1.208 -0.657 4.053
309 C 2.863 -0.845 -3.194
310 H -7.682 2.166 2.331

The charge is +6. The calculation puts the largest force on an atom at 0.0705 hartree/bohr. The value obtained for the HOMO energy is -19.41 eV. The value obtained for the HOMO-LUMO gap is 9.61 eV. The total energy comes out at -7770.28417 Eh. The LUMO energy comes out at -9.800 eV.

Entry 2:
Formula: C80H69FNO13PS2
Source: OMol25
Level of theory: ωB97M-V/def2-TZVPD

Cartesian coordinates (Å):
1 H 3.676 6.329 12.351
2 H -2.283 9.178 9.957
3 C 5.828 -5.943 -12.046
4 C 5.630 -4.514 -12.374
5 O -10.407 -0.745 0.613
6 C 6.338 -3.924 -13.421
7 H 2.204 -1.208 -1.398
8 C -2.289 7.294 8.930
9 C -8.610 -1.197 3.697
10 H -9.642 -4.869 3.034
11 C -8.196 -2.207 4.567
12 H 9.303 -8.837 -14.908
13 H -10.414 1.712 0.153
14 O 4.521 -0.193 -4.884
15 H 1.379 -2.537 -3.429
16 H 3.908 4.980 -4.011
17 H 3.881 -1.807 -11.304
18 H 1.386 10.681 12.982
19 H 0.113 0.527 0.812
20 H -2.025 5.361 8.022
21 O -3.573 5.767 6.327
22 C -1.091 3.206 5.828
23 H -5.636 4.597 7.125
24 H 0.148 4.940 9.118
25 C -1.915 2.005 6.093
26 H 0.177 -1.918 -6.307
27 C 1.341 8.773 11.977
28 H -1.327 -0.653 1.101
29 H -10.350 -3.092 1.473
30 C -0.208 -0.580 0.883
31 H -6.997 2.607 7.657
32 H 4.672 -9.112 -7.454
33 C -3.076 4.653 6.276
34 C -8.250 0.210 3.986
35 H 1.242 -0.513 2.608
36 C 0.727 -1.312 1.973
37 C -9.788 -0.459 1.623
38 H 3.478 10.192 14.202
39 N -0.468 -0.118 -3.339
40 H -3.248 7.472 8.455
41 C 1.994 7.555 11.788
42 C 2.349 3.574 -3.060
43 C 3.404 3.975 -4.221
44 H -6.026 0.338 7.425
45 C -5.424 1.212 7.198
46 H 0.506 -2.307 -0.335
47 C 0.467 5.450 5.280
48 C 1.449 6.549 10.847
49 H 6.538 -8.514 -11.646
50 C 0.897 0.096 -2.803
51 H 0.657 -2.743 7.296
52 H 2.044 -2.320 -6.335
53 C -0.876 5.602 5.604
54 C 0.259 3.058 5.509
55 C 3.171 7.281 12.484
56 H -9.900 4.072 0.668
57 O 7.849 -4.224 -15.192
58 C -3.328 2.180 6.498
59 H 3.608 -7.941 -9.699
60 C -1.656 4.480 5.890
61 C -8.723 1.273 3.071
62 C 1.059 -2.434 -5.772
63 C 0.064 9.057 11.282
64 H 1.811 -5.944 -9.436
65 C -0.379 5.870 9.306
66 C -8.869 3.614 2.500
67 C 6.171 -2.566 -13.694
68 C 1.813 -0.337 -4.092
69 H -0.391 -1.760 5.143
70 C -1.745 8.254 9.777
71 H -1.313 6.595 5.638
72 O 2.311 2.229 -2.590
73 H -0.277 -5.047 -7.444
74 H 1.810 -4.010 4.547
75 C 1.430 -3.336 6.685
76 C 3.279 -7.599 -8.652
77 H -1.167 -1.912 2.991
78 H -7.889 2.869 4.260
79 S 3.625 -0.681 -3.788
80 O -1.486 -2.042 -4.250
81 C -5.203 3.607 7.026
82 C 2.389 -6.704 -5.864
83 C 1.797 -5.971 -7.088
84 H -3.684 0.061 6.692
85 C 3.885 -8.283 -7.398
86 C 3.699 8.225 13.357
87 H 4.611 8.007 13.903
88 C 3.060 9.451 13.528
89 H 1.353 -1.419 4.588
90 H 3.826 -8.328 -5.038
91 H 2.879 4.096 -5.243
92 C -1.603 6.106 8.689
93 C -0.424 -1.430 -4.007
94 P 1.350 0.822 -5.541
95 C 1.125 -1.813 -4.292
96 C 2.242 -6.453 -8.511
97 H 0.122 -4.339 5.184
98 H 0.511 1.991 -1.516
99 S 2.294 0.476 -7.203
100 H 1.400 -4.414 -4.821
101 H 6.727 -2.096 -14.499
102 C 8.370 -6.918 -14.661
103 H -0.015 -3.357 2.584
104 C 0.681 -4.009 -5.612
105 C -0.514 8.024 10.394
106 H 8.145 -9.849 -12.963
107 C -0.087 -2.277 2.988
108 C -3.880 3.456 6.606
109 H 4.178 -4.208 -10.808
110 H 8.886 -6.478 -15.509
111 O 5.199 -6.463 -11.139
112 C 0.956 1.705 -2.543
113 O 3.902 -2.165 -3.617
114 C -9.445 0.950 1.922
115 O -0.505 10.123 11.445
116 C -9.745 -2.840 2.338
117 H 0.708 2.071 5.472
118 H -8.652 4.652 2.731
119 C -9.861 1.959 1.053
120 C 4.571 -2.400 -11.896
121 H 1.073 6.324 5.062
122 C 7.952 -8.816 -13.233
123 C 7.048 -8.063 -12.491
124 H 1.165 -3.968 -7.784
125 C -8.440 2.609 3.361
126 H 2.089 4.063 5.001
127 C 0.163 6.825 10.168
128 H -0.060 0.616 -5.820
129 H 0.340 2.298 -3.313
130 C -5.970 2.487 7.325
131 C 0.760 -4.751 -7.033
132 O -1.434 0.890 5.985
133 O 1.584 4.476 -2.661
134 C -9.573 3.288 1.343
135 H -0.377 -4.162 -5.192
136 O 2.049 5.508 10.640
137 H 1.493 2.211 -5.237
138 C 0.952 -3.533 5.142
139 H -7.592 -1.967 5.436
140 C -9.373 -1.516 2.574
141 H 1.573 -1.941 1.505
142 C -4.106 1.057 6.785
143 H 2.081 -6.392 -4.806
144 H 5.168 -0.748 -13.139
145 F 4.184 0.042 -2.361
146 O -7.581 0.490 4.966
147 H 1.542 -4.364 7.203
148 C 4.739 -3.751 -11.618
149 C 1.883 9.726 12.841
150 C 0.463 -2.149 4.494
151 C 7.265 -4.728 -14.249
152 C 3.422 -7.847 -5.989
153 C 0.141 -1.232 -0.559
154 C 1.307 -0.479 -1.361
155 C 6.804 -6.732 -12.831
156 C 1.038 4.179 5.242
157 C 7.477 -6.154 -13.908
158 H 4.191 3.148 -4.388
159 C -8.564 -3.526 4.325
160 H 2.455 -2.831 6.750
161 C 5.292 -1.805 -12.929
162 H 1.667 0.385 -0.684
163 H -0.846 -1.350 -1.117
164 C -9.346 -3.841 3.216
165 H -8.245 -4.310 5.004
166 H -0.932 0.660 -3.820
167 C 8.605 -8.246 -14.324

As for the structure (SMILES): CCCCCCCC[C@]1(COC(C)=O)NC(=O)[C@@H](CCCc2ccccc2)[C@]1([PH2]=S)S(=O)(=O)F.O=C1c2ccccc2C(=O)c2ccccc21.O=C1c2ccccc2C(=O)c2ccccc21.O=C1c2ccccc2C(=O)c2ccccc21.O=C1c2ccccc2C(=O)c2ccccc21. The calculation puts the largest force on an atom at 0.1415 hartree/bohr. The value obtained for the HOMO energy is -8.38 eV. The value obtained for the HOMO-LUMO gap is 7.15 eV. The total energy comes out at -5360.12166 Eh. The LUMO energy comes out at -1.234 eV.